DFT (ωB97M-V/def2-TZVPD) results for a 2-piece molecular cluster, C3H3Br2Cl overall.

Output
**Total charge**: 0
**Orbital gap**: 10.44 eV

The geometry in XYZ format:
```
9
Properties=species:S:1:pos:R:3:nbo_charge:R:1
C -0.50 0.05 -0.95 -0.1781
C -1.31 -0.03 0.21 -0.1882
C -0.46 -1.09 -0.38 -0.0784
Cl -0.46 0.87 1.59 -0.1736
Br 2.90 1.55 -0.08 -0.2381
Br 0.31 -2.74 -0.11 0.1673
H -0.47 0.47 -1.92 0.2338
H 2.35 1.03 1.24 0.2341
H -2.36 -0.12 0.40 0.2212
```



DFT (ωB97M-V/def2-TZVPD) results for C3H3Br2Cl as an isolated structure.

Output
**2S+1**: 3
**Total charge**: 0
**Orbital gap (alpha / beta)**: 8.65 / 8.97 eV
**⟨S²⟩**: 2.010

The geometry in XYZ format:
```
9
Properties=species:S:1:pos:R:3:mulliken_spin:R:1
C 0.67 -0.36 0.07 -0.0321
C -0.61 -0.60 0.86 0.8092
C 0.64 0.83 -0.97 0.8108
Cl -1.86 -1.45 0.22 0.1391
Br -0.74 0.55 -2.22 0.0940
Br 0.47 2.56 -0.22 0.0935
H 1.54 -0.20 0.90 0.0331
H 0.76 -1.38 -0.31 0.0330
H -0.88 0.04 1.68 0.0193
```



DFT (ωB97M-V/def2-TZVPD) results for a 2-piece molecular cluster, C3H3Br2F overall.

Output
**Total charge**: 0
**Orbital gap (alpha / beta)**: 6.27 / 7.28 eV

The geometry in XYZ format:
```
9
Properties=species:S:1:pos:R:3:nbo_charge:R:1
C -1.22 0.40 0.76 -0.2757
C 1.17 0.63 -0.10 -0.0788
C 1.92 -0.66 -0.57 -0.0146
F 1.19 -1.77 -0.58 -0.3179
Br 2.31 1.97 -0.11 0.2425
Br 3.48 -1.11 0.45 0.0020
H -1.95 0.54 -0.05 0.1085
H -1.27 1.26 1.59 0.1200
H 2.32 -0.46 -1.60 0.2139
```



DFT (ωB97M-V/def2-TZVPD) results for C3H3Br2N as an isolated structure.

Output
**Total charge**: 0
**Orbital gap (alpha / beta)**: 7.23 / 7.23 eV

The geometry in XYZ format:
```
9
Properties=species:S:1:pos:R:3:nbo_charge:R:1
C 0.43 -2.11 0.39 0.0398
C -0.25 1.03 0.44 -0.7535
C 0.03 0.21 -0.80 -0.0654
N 0.22 -2.97 1.12 -0.5303
Br 1.62 0.57 -1.71 0.2583
Br -1.34 -0.51 -1.96 0.2419
H 0.47 0.87 1.22 0.2842
H -1.02 0.74 1.02 0.2604
H -0.15 2.17 0.28 0.2647
```



DFT (ωB97M-V/def2-TZVPD) results for C3H3Br2N as an isolated structure.

Output
**Total charge**: 0
**Orbital gap (alpha / beta)**: 7.73 / 8.44 eV

The geometry in XYZ format:
```
9
Properties=species:S:1:pos:R:3:nbo_charge:R:1
C -0.47 -1.50 0.54 0.1257
C 0.61 1.37 0.45 -0.3216
C -0.32 -0.68 -0.59 -0.3380
N -0.60 -2.07 1.54 -0.2459
Br 1.00 -1.24 -1.83 0.1409
Br -1.98 -0.12 -1.55 0.0889
H 0.65 2.07 -0.29 0.1814
H 1.42 0.88 0.78 0.1794
H -0.30 1.29 0.95 0.1891
```



DFT (ωB97M-V/def2-TZVPD) results for C3H3Br3O as an isolated structure.

Output
**Total charge**: 0
**Orbital gap (alpha / beta)**: 6.05 / 6.05 eV

The geometry in XYZ format:
```
10
Properties=species:S:1:pos:R:3:nbo_charge:R:1
C -0.97 -0.79 -0.82 0.9039
C -1.63 -0.01 0.15 -0.8899
C 1.61 0.18 0.08 -0.6816
O -0.39 -1.41 -1.64 -0.2993
Br 1.08 1.51 1.45 -0.0203
Br 2.81 -1.27 0.79 -0.0409
Br 2.54 1.11 -1.33 -0.0003
H -1.95 0.95 -0.47 0.3324
H -0.75 0.28 0.93 0.3743
H -2.35 -0.55 0.87 0.3216
```



The following strongest force on any atom values (in eV Å⁻¹) correspond, in order, to the records above: 3.03; 2.82; 3.31; 3.88; 3.77; 6.17.
The following relative energy (zero: lowest compared OMol25 entry of this formula, charge and spin) values (in eV) correspond, in order, to the records above: 1.984; 0.153; 7.231; 4.229; 3.493; 3.576.